a) The following is a quantum chemistry calculation of the ion C7H13O with charge -1, from OMol25.

The geometry in XYZ format:
```
21
C7H13O, DFT ωB97M-V/def2-TZVPD
C -0.72 -2.12 3.22
C -0.75 -2.41 1.95
C -1.04 -1.47 0.82
C 0.21 -0.67 0.41
C -0.10 0.55 -0.44
C 1.17 1.28 -0.90
C 0.75 2.47 -1.87
O 0.21 2.03 -3.01
H -0.42 -2.87 3.94
H -0.90 -1.14 3.65
H -0.58 -3.44 1.66
H -1.84 -0.76 1.02
H -1.44 -2.03 -0.04
H 1.01 -1.30 0.02
H 0.64 -0.34 1.34
H -0.64 0.28 -1.35
H -0.75 1.28 0.05
H 1.73 0.66 -1.58
H 1.65 1.75 -0.04
H 0.10 3.17 -1.29
H 1.74 2.99 -2.01
```

Summary:
- net charge = -1
- SMILES string = C=CCCCCC[O-]
- E_HOMO (eV) = -2.178
- E_LUMO (eV) = 3.38
- HOMO-LUMO gap (eV) = 5.557
- 2S+1 = 1

b) The following is a quantum chemistry calculation of a structure of composition C7H13O, from OMol25.

The geometry in XYZ format:
```
21
C7H13O, DFT ωB97M-V/def2-TZVPD
C -0.34 -0.52 -2.88
O -0.84 -1.62 -3.46
C -0.28 -0.75 -1.33
C 0.25 0.42 -0.57
C -0.39 0.87 0.69
C 0.19 0.14 1.93
C 1.19 0.95 2.79
C -0.19 0.67 3.21
H 0.71 -0.31 -3.21
H -0.99 0.36 -3.08
H 0.28 -1.69 -1.22
H -1.30 -0.98 -1.01
H 1.31 0.02 0.10
H 0.58 1.22 -1.21
H -1.46 0.70 0.64
H -0.31 1.95 0.80
H 0.45 -0.88 1.66
H 2.04 -0.21 0.36
H 1.98 0.30 3.18
H -0.36 0.13 4.13
H 1.56 1.89 2.36
```

Summary:
- net charge = -1
- E_HOMO (eV) = -2.862
- E_LUMO (eV) = 1.77
- HOMO-LUMO gap (eV) = 4.628
- 2S+1 = 1

c) The following is a quantum chemistry calculation of a cluster of 2 separate species, C7H13O in total, from OMol25.

The geometry in XYZ format:
```
21
C7H13O, DFT ωB97M-V/def2-TZVPD
C 0.51 1.55 2.26
C -0.39 2.24 1.54
C -1.18 1.69 0.44
C -2.12 2.42 -0.17
H 0.83 0.60 1.81
H 0.96 2.01 3.12
H -0.64 3.25 1.87
H -0.87 0.69 0.11
H -2.69 1.96 -0.98
H -2.34 3.45 0.09
C 1.29 -1.72 -0.09
O 0.53 -0.65 0.21
C 1.24 -2.06 -1.61
C -0.15 -2.52 -2.06
H 1.01 -2.63 0.50
H 2.39 -1.57 0.10
H 1.99 -2.83 -1.84
H 1.51 -1.13 -2.12
H -0.25 -2.66 -3.14
H -0.87 -1.78 -1.72
H -0.38 -3.47 -1.56
```

Summary:
- net charge = -1
- E_HOMO (eV) = -2.882
- E_LUMO (eV) = 4.04
- HOMO-LUMO gap (eV) = 6.924
- 2S+1 = 1

The structure with the greatest stability is a).

a) The following is a quantum chemistry calculation of a cluster of 2 separate species, C5H3N3 in total, from OMol25.

The geometry in XYZ format:
```
11
C5H3N3, DFT ωB97M-V/def2-TZVPD
C 1.34 2.37 -0.24
C 0.35 1.77 0.07
C -1.88 1.30 -0.28
C -3.05 0.63 -0.02
C -0.55 -2.66 -0.22
N -0.24 -1.64 0.18
N -0.78 1.11 0.38
N -4.14 0.23 -0.02
H 2.21 2.90 -0.51
H -0.68 0.44 1.15
H -0.84 -3.60 -0.62
```

Summary:
- net charge = 0
- E_HOMO (eV) = -8.952
- E_LUMO (eV) = -0.51
- HOMO-LUMO gap (eV) = 8.445
- 2S+1 = 1

b) The following is a quantum chemistry calculation of the molecule C5H3N3, from OMol25.

The geometry in XYZ format:
```
11
C5H3N3, DFT ωB97M-V/def2-TZVPD
C 0.69 -2.23 2.47
C 0.70 -1.07 1.90
C 0.59 0.08 1.18
N 0.71 0.05 -0.12
N -0.40 1.21 -0.35
C -0.92 1.32 -1.64
C -0.36 0.63 -2.80
N -0.21 -0.03 -3.81
H 0.42 -3.31 3.16
H 0.32 1.01 1.73
H -1.55 2.34 -1.72
```

Summary:
- net charge = 0
- SMILES string = C#C/C=N/N=C\C#N
- E_HOMO (eV) = -9.684
- E_LUMO (eV) = -1.21
- HOMO-LUMO gap (eV) = 8.476
- 2S+1 = 1

The structure with the greatest stability is a).

a) The following is a quantum chemistry calculation of the ion C5H11IN with charge +1, from OMol25.

The geometry in XYZ format:
```
18
C5H11IN, DFT ωB97M-V/def2-TZVPD
C 1.15 -0.15 0.81
C -0.24 0.40 1.22
C 0.93 -1.50 0.13
C -1.11 0.70 0.08
C -0.78 1.74 -0.90
N 0.09 -1.32 -1.02
I -3.02 -0.11 0.02
H 1.65 0.53 0.12
H 1.76 -0.26 1.70
H -0.70 -0.29 1.91
H -0.04 1.35 1.74
H 1.92 -1.92 -0.12
H 0.45 -2.19 0.82
H 0.28 1.96 -0.92
H -1.30 2.66 -0.62
H -1.15 1.50 -1.89
H 0.59 -0.99 -1.84
H -0.49 -2.11 -1.25
```

Summary:
- net charge = +1
- E_HOMO (eV) = -13.723
- E_LUMO (eV) = -5.58
- HOMO-LUMO gap (eV) = 8.141
- 2S+1 = 1

b) The following is a quantum chemistry calculation of the ion C5H11IN with charge +1, from OMol25.

The geometry in XYZ format:
```
18
C5H11IN, DFT ωB97M-V/def2-TZVPD
C -0.74 -0.24 0.20
C 1.57 0.02 -0.06
C 0.54 -0.87 -0.22
C 0.64 -2.26 -0.60
C -1.31 1.99 1.05
N -0.64 1.27 -0.02
I 1.64 0.72 -2.47
H -1.61 -0.76 -0.22
H -0.70 -0.42 1.36
H 1.45 0.99 0.32
H 2.62 -0.33 -0.04
H 1.62 -2.70 -0.65
H 0.24 -2.44 -1.56
H -0.03 -3.03 -0.13
H -1.30 1.39 2.00
H -0.59 2.82 1.19
H -2.29 2.37 0.76
H -1.11 1.49 -0.92
```

Summary:
- net charge = +1
- E_HOMO (eV) = -13.366
- E_LUMO (eV) = -7.04
- HOMO-LUMO gap (eV) = 6.328
- 2S+1 = 1

The structure with the greatest stability is a).

a) The following is a quantum chemistry calculation of a cluster of 2 separate species, C4H12NOS in total, from OMol25.

The geometry in XYZ format:
```
19
C4H12NOS, DFT ωB97M-V/def2-TZVPD
C 1.71 1.36 -1.66
C -0.84 0.19 -0.29
C 1.25 1.45 -0.25
C 0.92 -0.54 1.24
N 0.52 0.26 0.27
O 0.19 -1.52 1.73
S -3.05 -2.33 0.34
H 1.07 0.56 -2.23
H 1.58 2.27 -2.17
H 2.77 1.16 -1.76
H -1.47 0.89 0.33
H -0.81 0.51 -1.38
H -1.15 -0.92 -0.17
H 0.55 2.31 -0.22
H 2.11 1.53 0.44
H 1.93 -0.50 1.69
H -2.60 -3.30 1.13
H -0.84 -1.43 1.66
H -3.84 -1.93 1.31
```

Summary:
- net charge = +1
- E_HOMO (eV) = -13.673
- E_LUMO (eV) = -3.83
- HOMO-LUMO gap (eV) = 9.845
- 2S+1 = 1

b) The following is a quantum chemistry calculation of a cluster of 2 separate species, C4H12NOS in total, from OMol25.

The geometry in XYZ format:
```
19
C4H12NOS, DFT ωB97M-V/def2-TZVPD
C 2.58 0.45 -0.89
C -2.78 -0.50 -0.06
C 1.72 -0.19 0.10
C -0.51 0.47 -0.22
N -1.31 -0.85 -0.14
O 1.69 0.01 1.45
S -0.91 1.72 0.94
H 2.34 1.54 -0.80
H 2.71 -0.15 -1.78
H 3.67 0.24 -0.54
H -2.98 0.06 0.88
H -3.07 0.02 -0.92
H -3.40 -1.37 -0.02
H 1.61 -1.35 -0.05
H -0.56 0.96 -1.28
H -0.83 -1.22 0.62
H -1.09 -1.53 -0.92
H 1.94 0.89 1.70
H -0.80 0.80 1.92
```

Summary:
- net charge = +1
- E_HOMO (eV) = -12.114
- E_LUMO (eV) = -3.13
- HOMO-LUMO gap (eV) = 8.984
- 2S+1 = 1

c) The following is a quantum chemistry calculation of the ion C4H12NOS with charge +1, from OMol25.

The geometry in XYZ format:
```
19
C4H12NOS, DFT ωB97M-V/def2-TZVPD
C -0.71 -1.85 0.64
C -1.30 -0.52 0.13
N -0.40 0.65 0.08
C 0.46 0.98 1.18
C 0.36 0.53 -1.23
O 1.64 -0.33 -1.15
S 1.01 2.14 -1.75
H 0.18 -1.91 -0.05
H -0.32 -1.79 1.70
H -1.35 -2.68 0.67
H -2.15 -0.42 0.93
H -1.77 -0.57 -0.80
H -1.05 1.36 -0.11
H 1.06 0.15 1.54
H 0.95 2.02 1.01
H -0.22 1.08 2.00
H -0.34 0.15 -2.03
H 1.86 -1.14 -1.72
H 2.09 2.15 -1.04
```

Summary:
- net charge = +1
- SMILES string = CC[N@@H+](C)[C@H](O)S
- E_HOMO (eV) = -13.882
- E_LUMO (eV) = -3.11
- HOMO-LUMO gap (eV) = 10.768
- 2S+1 = 1

The structure with the greatest stability is a).

a) The following is a quantum chemistry calculation of a structure of composition C8H13N2O, from OMol25.

The geometry in XYZ format:
```
24
C8H13N2O, DFT ωB97M-V/def2-TZVPD
C 0.20 -0.11 2.08
C 1.58 -0.21 2.45
C -0.25 -0.42 0.85
C -1.65 -0.28 0.39
C -1.67 0.97 -0.51
C -0.63 0.83 -1.63
C 0.75 0.54 -1.05
C 2.35 -1.19 0.45
N 2.48 -0.72 1.70
N 0.68 -0.68 -0.21
O 2.38 -2.51 0.25
H -0.52 0.16 2.84
H 1.90 0.12 3.43
H -1.95 -1.15 -0.21
H -2.34 -0.17 1.22
H -2.66 1.10 -0.94
H -1.45 1.85 0.09
H -0.92 0.02 -2.30
H -0.59 1.75 -2.21
H 1.48 0.38 -1.85
H 1.09 1.36 -0.42
H 2.95 -0.67 -0.30
H 0.38 -1.47 -0.79
H 2.19 -3.02 1.05
```

Summary:
- net charge = +1
- E_HOMO (eV) = -13.993
- E_LUMO (eV) = -4.29
- HOMO-LUMO gap (eV) = 9.705
- 2S+1 = 1

b) The following is a quantum chemistry calculation of the ion C8H13N2O with charge +1, from OMol25.

The geometry in XYZ format:
```
24
C8H13N2O, DFT ωB97M-V/def2-TZVPD
C 0.88 -2.06 -0.55
C 1.97 -1.57 0.07
C -0.23 -1.21 -0.78
C 1.36 0.76 0.32
C -2.43 0.65 0.65
C -2.24 1.00 -1.75
C 3.13 -0.01 1.51
C -1.37 0.96 -0.49
N 2.12 -0.24 0.48
N -0.36 0.01 -0.45
O 1.14 1.88 0.59
H 0.71 -3.15 -0.68
H 2.89 -2.18 0.19
H -1.15 -1.61 -1.27
H -3.28 1.43 0.87
H -2.93 -0.31 0.45
H -1.84 0.77 1.53
H -1.74 1.52 -2.53
H -3.13 1.45 -1.43
H -2.58 -0.03 -2.00
H 3.32 1.01 1.72
H 2.63 -0.38 2.48
H 4.09 -0.68 1.29
H -0.97 1.99 -0.24
```

Summary:
- net charge = +1
- E_HOMO (eV) = -13.874
- E_LUMO (eV) = -4.63
- HOMO-LUMO gap (eV) = 9.243
- 2S+1 = 1

c) The following is a quantum chemistry calculation of a cluster of 2 separate species, C8H13N2O in total, from OMol25.

The geometry in XYZ format:
```
24
C8H13N2O, DFT ωB97M-V/def2-TZVPD
C 2.03 0.26 1.07
C 2.69 1.33 -0.68
C 1.28 -0.21 -0.03
C -0.07 -2.41 0.55
C 0.28 -2.50 -0.89
C 0.32 -1.20 -0.17
C -2.17 2.13 0.23
C -1.25 0.95 0.51
N 1.69 0.59 -1.05
N -1.30 0.01 -0.63
O 2.92 1.15 0.62
H 2.25 -0.06 2.07
H 3.17 2.07 -1.23
H -1.06 -2.62 0.79
H 0.51 -2.77 1.28
H 1.33 -2.82 -1.24
H -0.43 -2.86 -1.63
H -2.58 2.55 1.24
H -1.60 2.92 -0.40
H -3.11 1.76 -0.24
H -1.59 0.43 1.45
H -0.20 1.31 0.70
H -0.88 0.34 -1.46
H -2.24 -0.35 -0.86
```

Summary:
- net charge = +1
- E_HOMO (eV) = -13.583
- E_LUMO (eV) = -4.45
- HOMO-LUMO gap (eV) = 9.129
- 2S+1 = 1

The structure with the greatest stability is a).